C50H84Br2Cl2IN15O2Si2 as an isolated structure in a non-equilibrium geometry. Source: the OMol25 dataset; level of theory: wB97M-V/def2-TZVPD.

Structure (XYZ):
```
158
Properties=species:S:1:pos:R:3:forces:R:3
C -2.8029 0.4031 3.7136 0.1005 0.4563 -0.5756
O -3.4301 1.3067 2.7974 0.8029 -0.2951 0.2074
C -2.3981 2.0099 2.1087 -0.2941 1.0484 0.1023
C -3.0260 3.0540 1.1546 0.3632 -0.8177 -0.2533
C -3.8269 2.3544 -0.0159 1.2634 1.5651 0.0654
C -3.1425 2.7774 -1.3815 -1.2232 -0.9164 0.0709
C -3.7232 4.1027 -1.9693 1.0844 0.2920 0.2084
C -3.0233 5.4191 -1.4355 -0.5690 -0.0591 -1.0451
C -1.7816 5.7809 -2.3326 -0.1414 0.4350 0.1309
C -0.6262 6.5200 -1.5802 -0.6619 -0.1318 0.3397
C -0.0657 5.7781 -0.3243 1.2625 0.5828 0.1662
C 1.3350 5.0978 -0.5575 -1.3592 0.3227 -0.6347
C 1.1621 4.0224 -1.6855 1.4461 -0.3403 0.3345
C 1.8567 2.6318 -1.3713 -0.4813 0.1950 0.3749
Si 2.5260 1.9857 -3.0131 0.1223 0.3159 1.1306
O 3.1241 0.3798 -2.9772 -2.0132 0.1944 -0.4776
Si 1.9719 -0.8253 -3.2605 0.4470 -0.8366 -0.4074
C 1.4258 -0.9585 -5.0768 0.5860 0.7485 0.2841
I 0.0745 -0.7560 -1.6819 0.2552 0.0885 -0.1666
C 2.8912 -2.4895 -2.9116 0.2949 0.5876 0.3808
Cl 1.7202 -3.8302 -2.5306 0.4547 0.3462 -0.4288
C 3.9667 -2.3421 -1.7948 -0.4590 -1.0894 0.3283
C 3.5062 -2.7539 -0.3720 0.6456 -0.0657 0.1558
Cl 5.3402 -3.4956 -2.2390 -0.1161 0.4220 0.2303
C 1.2258 2.3212 -4.3581 -0.2366 0.2064 -1.7267
Br -0.7012 2.0958 -4.0956 1.0968 -0.0120 0.3382
C 1.6239 2.7719 -5.5815 -0.3915 -0.0008 0.8078
C 3.0884 3.0420 -5.9828 -0.8039 -0.0038 -0.6297
Br 0.2895 3.1582 -6.9675 1.0607 -0.1248 0.5543
H -3.5833 -0.1270 4.2820 0.4901 0.2654 -0.3296
H -2.1377 1.0023 4.3802 -0.4596 -0.5994 -0.0984
H -2.1563 -0.2969 3.1306 -0.4041 0.1520 0.5043
H -1.7519 2.5462 2.8507 -0.3549 -0.3653 -0.3784
H -1.7356 1.2920 1.5695 -0.4130 0.3321 0.0569
H -3.6180 3.8175 1.7002 0.2732 -0.6314 -0.1222
H -2.1791 3.5957 0.6910 -0.3725 -0.2000 0.4391
H -4.8473 2.7837 0.0002 0.2834 -0.7573 -0.1394
H -3.7981 1.2580 0.1283 -0.3314 0.5789 -0.1253
H -2.0345 2.8004 -1.2712 -0.6287 0.1356 -0.0519
H -3.3584 1.9405 -2.0905 0.1844 0.6461 0.2166
H -3.5141 4.0811 -3.0641 -0.4809 0.1041 0.5753
H -4.8180 4.1827 -1.7974 0.6365 -0.3202 -0.1655
H -2.8040 5.3761 -0.3537 -0.0307 -0.0169 -0.5668
H -3.7729 6.2265 -1.6021 0.5107 -0.3570 0.4357
H -1.4608 4.8759 -2.8897 0.1151 0.4643 0.4536
H -2.1536 6.4916 -3.1078 0.2595 -0.5621 0.3218
H -1.0636 7.4791 -1.2152 0.2248 -0.5534 -0.2827
H 0.1909 6.8231 -2.2742 -0.4495 -0.3925 0.3677
H 0.0831 6.5497 0.4656 -0.2060 -0.6035 -0.3373
H -0.7502 5.0232 0.1032 0.1821 0.4427 -0.3749
H 1.6877 4.6930 0.4110 -0.0203 0.0375 -0.6181
H 2.0408 5.8691 -0.9344 -0.2409 -0.4904 0.5432
H 1.7046 4.4227 -2.5775 -0.7799 -0.0681 0.3051
H 0.0971 3.8669 -1.9238 0.6066 0.0500 0.0063
H 2.6804 2.8010 -0.6395 -0.2955 -0.1456 -0.6316
H 1.1455 1.9489 -0.8608 0.3893 0.3617 -0.3792
H 3.6829 2.8405 -3.3523 -0.0313 -0.2022 -0.0445
H 1.2346 -2.0064 -5.3653 -0.1042 0.5901 0.3208
H 0.5994 -0.2686 -5.3278 0.2616 -0.5477 0.1006
H 2.3153 -0.6217 -5.6638 -0.5471 -0.2765 0.2779
H 3.3502 -2.7706 -3.8840 -0.1497 0.1573 0.6821
H 4.4150 -1.3367 -1.7259 -0.2671 -0.4859 -0.5047
H 3.3341 -3.8453 -0.2810 -0.0679 0.6833 -0.3194
H 2.5996 -2.2087 -0.0447 0.5190 -0.1687 -0.2434
H 4.3597 -2.5310 0.3050 -0.6778 0.0698 -0.2719
H 3.0912 3.4731 -7.0045 0.1040 -0.3844 0.6139
H 3.5737 3.7752 -5.3120 -0.2663 -0.5852 -0.2623
H 3.6161 2.0677 -5.9995 -0.0024 0.6764 0.0613
C -5.6031 0.5393 7.4833 0.4094 -0.1162 -0.1590
C -4.2131 0.2558 7.0752 -0.0946 0.0358 0.0732
N -3.1288 0.0383 6.7555 -0.4205 0.0869 0.3862
H -6.2940 -0.0047 6.8400 0.0449 0.0257 -0.0226
H -5.7548 0.2288 8.5160 0.0390 0.0016 -0.0335
H -5.8016 1.6066 7.3974 0.0297 -0.0362 -0.0240
C 4.4302 -2.8216 4.0861 -0.0862 0.3142 -0.3101
C 4.0172 -1.5708 3.4200 0.0144 0.1033 0.0335
N 3.6961 -0.5870 2.9122 0.1683 -0.5518 0.2199
H 5.4687 -2.7427 4.4045 -0.0803 0.0897 -0.0025
H 3.8021 -3.0000 4.9575 0.0249 0.0403 -0.0276
H 4.3300 -3.6582 3.3957 -0.0396 0.0351 -0.0082
C 4.4827 -6.5998 -3.7232 0.1397 -0.4698 -0.2186
C 4.9431 -7.8710 -4.3180 -0.0406 0.0980 0.0401
N 5.3025 -8.8618 -4.7807 -0.1717 0.3462 0.2145
H 4.8550 -5.7606 -4.3083 -0.0086 -0.0333 0.0221
H 3.3940 -6.5695 -3.7114 0.0363 0.0124 -0.0016
H 4.8517 -6.5130 -2.7027 -0.0015 0.0035 -0.0446
C 0.0853 1.2940 7.3675 0.2618 0.2734 0.3375
C 0.9415 2.0887 8.2707 0.0753 0.1291 0.1220
N 1.6124 2.7097 8.9755 -0.4011 -0.4292 -0.5082
H -0.0014 1.7956 6.4050 -0.0058 -0.0290 0.0097
H 0.5249 0.3090 7.2159 -0.0373 0.0230 -0.0026
H -0.9083 1.1767 7.7972 0.0342 -0.0251 -0.0482
C -7.7646 1.0279 0.4196 -0.1579 0.5928 -0.2141
C -8.0882 2.3381 -0.1932 0.0187 -0.2356 0.1093
N -8.3452 3.3552 -0.6682 0.1193 -0.4095 0.1889
H -6.7206 1.0077 0.7278 -0.0296 -0.0360 -0.0388
H -8.3965 0.8617 1.2915 0.0393 0.0663 0.0014
H -7.9355 0.2295 -0.3007 0.0832 0.0543 -0.0206
C -0.3541 -3.9469 -7.6194 0.4402 0.1370 0.0659
C 1.0613 -3.5708 -7.4336 -0.0751 -0.1057 -0.1010
N 2.1648 -3.2779 -7.2878 -0.4208 -0.1867 -0.0669
H -0.9676 -3.0497 -7.6900 0.0417 -0.0139 0.0093
H -0.4641 -4.5281 -8.5337 0.0300 0.0239 0.0269
H -0.6909 -4.5443 -6.7733 0.0350 0.0256 -0.0159
C 6.6429 2.6474 -1.1301 -0.2592 0.6710 -0.2112
C 5.8444 3.8802 -0.9693 -0.0331 -0.1453 -0.1035
N 5.2109 4.8350 -0.8471 0.2491 -0.3991 -0.0121
H 7.4492 2.6288 -0.3993 -0.1857 0.0637 -0.3227
H 6.0103 1.7734 -0.9805 0.0192 0.0323 0.0413
H 7.0677 2.6127 -2.1333 -0.0610 0.0342 0.0077
C 4.3451 -12.2917 -3.9222 0.0351 -0.2042 0.4558
C 4.2930 -12.9860 -2.6195 -0.0059 0.0311 -0.1074
N 4.2523 -13.5272 -1.6043 0.0090 0.2266 -0.4072
H 4.7216 -12.9690 -4.6872 -0.0105 0.0054 0.0439
H 3.3476 -11.9568 -4.2024 0.0327 -0.0047 0.0249
H 5.0044 -11.4269 -3.8566 -0.0462 -0.0073 -0.0321
C -0.0227 4.8749 5.2716 -0.1561 0.0408 -0.4610
C -0.5038 5.0754 3.8897 0.0461 0.0113 0.1055
N -0.8790 5.2359 2.8135 0.1252 -0.0963 0.5141
H -0.7939 4.3817 5.8623 -0.0001 0.0312 -0.0296
H 0.8742 4.2563 5.2643 -0.0164 0.0379 -0.0184
H 0.2120 5.8368 5.7246 -0.0069 -0.0330 -0.0217
C -9.2728 -2.6529 1.9743 0.4028 0.4452 0.3744
C -8.4973 -1.7667 2.8678 -0.0452 -0.0113 -0.0662
N -7.8930 -1.0767 3.5642 -0.2469 -0.3157 -0.2382
H -9.3672 -2.1953 0.9906 0.0299 -0.0319 0.0231
H -8.7692 -3.6114 1.8723 -0.0579 0.0273 -0.0182
H -10.2654 -2.8163 2.3882 0.0594 0.0049 0.0250
C 7.4435 -2.3586 -5.1088 0.4809 0.0765 0.0392
C 8.8564 -1.9575 -4.9547 -0.1079 -0.0233 -0.0220
N 9.9575 -1.6449 -4.8352 -0.4461 -0.1225 -0.0510
H 6.8142 -1.4732 -5.1899 0.0300 -0.0194 0.0174
H 7.3264 -2.9617 -6.0084 0.0295 0.0371 0.0124
H 7.1266 -2.9416 -4.2450 0.0330 0.0803 -0.0408
C -13.0238 -4.6733 1.2962 0.4579 -0.0628 -0.1202
C -11.6119 -4.8834 0.9171 -0.1294 -0.0575 -0.0265
N -10.5116 -5.0473 0.6217 -0.5151 0.0221 0.1066
H -13.6686 -5.2898 0.6717 0.0411 0.0158 0.0098
H -13.1702 -4.9469 2.3401 0.0240 -0.0025 -0.0362
H -13.2907 -3.6261 1.1602 0.0227 -0.0339 -0.0100
C 6.4974 2.1717 3.0377 0.2350 -0.1756 -0.3437
C 7.3759 1.7266 1.9373 0.0440 -0.1074 0.2322
N 8.0601 1.3802 1.0772 -0.2066 -0.0271 0.8238
H 5.9753 1.3148 3.4637 0.0134 -0.0080 -0.0463
H 7.0934 2.6488 3.8142 0.0229 -0.0172 -0.0494
H 5.7655 2.8848 2.6588 0.0320 -0.0314 -0.0260
C 4.2223 0.4238 7.9318 0.2693 -0.1643 -0.4130
C 4.9723 -0.0633 6.7552 -0.0647 0.0480 0.1026
N 5.5550 -0.4416 5.8369 -0.2184 0.1836 0.4421
H 3.6827 -0.4011 8.3952 0.0380 0.0058 -0.0266
H 4.9121 0.8493 8.6589 -0.0184 -0.0114 -0.0330
H 3.5100 1.1910 7.6339 0.0588 -0.0020 -0.0015
C -4.9306 -3.6881 1.4725 -0.1173 0.4138 -0.1875
C -5.2645 -2.3845 0.8661 -0.0322 0.2404 -0.1010
N -5.5209 -1.3657 0.3894 0.1487 -0.7685 0.3102
H -3.8859 -3.6948 1.7799 -0.0364 0.0259 -0.0108
H -5.5606 -3.8610 2.3443 0.0229 0.0398 -0.0188
H -5.0952 -4.4849 0.7483 0.0019 0.0440 0.0095
```
Forces are in eV/Å.

* E: -9872.45921 Eh
* E_LUMO: -0.04 eV
* HOMO: -9.22 eV
* multiplicity: 1
* Kohn-Sham gap: 9.18 eV
* charge: 0